The following is a DFT calculation (ωB97M-V/def2-TZVPD) of C18H42GaN3O2PS as an isolated structure.

```
68
Properties=species:S:1:pos:R:3:mulliken_spin:R:1
N -0.78 2.10 -2.52 0.0000
P 0.21 1.40 -1.45 -0.0001
Ga 1.65 -0.02 -2.66 0.0000
S 2.67 -1.45 -1.12 0.0000
H -0.71 3.11 -2.47 0.0000
H -0.47 0.61 -0.47 0.0000
H 0.88 2.45 -0.74 0.0000
H 2.70 0.73 -3.59 0.0000
H 0.69 -0.97 -3.54 0.0000
H 1.65 -2.11 -0.48 0.0000
C 7.32 -0.41 3.37 0.0181
C 6.39 -0.70 4.57 0.0198
C 6.52 -2.17 5.01 0.0222
C 5.76 -3.17 4.13 -0.0205
C 4.32 -2.71 3.92 0.0255
C 4.23 -1.29 3.37 0.0236
N 5.00 -0.33 4.21 0.3420
O 4.33 -0.12 5.32 0.5771
C 4.75 -1.27 1.92 0.0150
C 2.76 -0.87 3.25 -0.0085
C 6.94 0.16 5.72 -0.0068
H 6.86 0.28 2.66 -0.0122
H 8.25 0.06 3.68 0.0012
H 7.60 -1.32 2.82 0.0004
H 6.15 -2.28 6.04 0.0040
H 7.57 -2.45 5.04 0.0002
H 6.27 -3.30 3.17 -0.0001
H 5.77 -4.15 4.61 0.0025
H 3.81 -3.40 3.24 0.0001
H 3.78 -2.78 4.87 0.0043
H 4.74 -0.26 1.51 -0.0079
H 4.11 -1.89 1.28 0.0001
H 5.75 -1.68 1.80 0.0016
H 2.23 -0.94 4.20 0.0003
H 2.25 -1.53 2.55 0.0004
H 2.67 0.15 2.88 -0.0015
H 6.85 1.23 5.49 -0.0029
H 8.00 -0.06 5.88 0.0006
H 6.43 -0.03 6.66 0.0014
C -6.52 0.83 -5.23 0.0162
C -6.81 0.54 -3.74 0.0242
C -7.35 1.79 -3.03 0.0226
C -6.29 2.83 -2.67 -0.0212
C -5.12 2.17 -1.94 0.0321
C -4.53 1.00 -2.72 0.0113
N -5.57 0.01 -3.10 0.3476
O -5.92 -0.66 -2.03 0.5766
C -3.80 1.54 -3.96 0.0203
C -3.41 0.36 -1.89 -0.0091
C -7.94 -0.50 -3.75 -0.0059
H -5.63 0.31 -5.58 -0.0116
H -7.33 0.49 -5.87 0.0009
H -6.39 1.89 -5.43 0.0006
H -7.86 1.50 -2.11 0.0044
H -8.11 2.26 -3.67 0.0003
H -5.94 3.35 -3.57 -0.0006
H -6.74 3.59 -2.03 0.0026
H -4.35 2.92 -1.74 -0.0001
H -5.47 1.83 -0.95 0.0015
H -3.40 0.72 -4.57 -0.0093
H -2.96 2.17 -3.67 -0.0001
H -4.43 2.15 -4.61 0.0011
H -3.75 0.02 -0.91 0.0005
H -2.61 1.07 -1.72 0.0011
H -2.98 -0.50 -2.42 -0.0047
H -7.61 -1.44 -4.20 -0.0031
H -8.78 -0.13 -4.32 0.0006
H -8.31 -0.72 -2.74 0.0013
```

Values from the calculation:
HOMO energy (alpha / beta) in eV: -4.241 / -4.241
Net charge: -1
Spin multiplicity: 3

***

The following is a DFT calculation (ωB97M-V/def2-TZVPD) of a 2-piece molecular cluster, C9H14 overall.

```
23
Properties=species:S:1:pos:R:3:lowdin_charge:R:1
C 2.15 -0.47 3.11 -0.0572
C 1.03 -0.72 2.15 -0.2856
C 0.22 0.31 1.70 -0.0546
C -0.82 0.07 0.81 -0.0942
C -1.05 -1.20 0.30 -0.0993
C -0.21 -2.23 0.70 -0.0903
C 0.78 -2.00 1.65 -0.0596
H 2.36 0.59 3.26 0.0711
H 3.06 -0.94 2.73 0.0788
H 1.97 -0.88 4.11 0.0841
H 0.39 1.31 2.07 0.1068
H -1.39 0.93 0.45 0.0878
H -1.92 -1.41 -0.30 0.1006
H -0.26 -3.21 0.25 0.1004
H 1.41 -2.82 1.96 0.1096
C -1.59 1.26 -2.78 -0.1646
C -0.34 1.86 -3.43 -0.1728
H -2.46 1.74 -3.23 0.0634
H -1.62 0.19 -2.94 0.0602
H -1.64 1.52 -1.73 0.0369
H -0.43 1.85 -4.52 0.0570
H 0.58 1.34 -3.17 0.0598
H -0.21 2.91 -3.17 0.0620
```

Values from the calculation:
HOMO energy in eV: -9.039
SMILES: Cc1ccccc1.CC
Energy relative to the best compared isomer or geometry (same formula, charge and spin) in eV: 0.189

***

The following is a DFT calculation (ωB97M-V/def2-TZVPD) of a 16-piece molecular cluster, H32O16 overall.

```
48
Properties=species:S:1:pos:R:3:lowdin_charge:R:1
O -2.06 2.50 0.24 0.0291
H -1.83 2.42 1.10 -0.0298
H -1.56 1.94 -0.30 -0.0095
O 2.96 -0.16 0.35 0.0406
H 3.33 0.68 0.23 0.0099
H 2.13 -0.20 0.63 -0.0699
O -0.54 -3.28 2.10 -0.0235
H -0.94 -3.91 2.61 -0.0089
H -0.98 -3.74 1.33 0.0309
O -3.89 -2.64 1.95 0.0181
H -4.67 -2.94 1.52 0.0289
H -3.20 -2.39 1.46 -0.0549
O -0.66 -4.41 -0.64 -0.0154
H 0.12 -4.30 -0.08 0.0529
H -0.69 -5.32 -0.52 0.0194
O -2.59 3.28 -3.13 -0.1469
H -3.58 3.74 -2.89 0.1603
H -2.19 3.45 -2.27 0.0034
O -1.17 -0.74 -0.77 -0.0070
H -1.89 -0.78 -1.28 -0.0581
H -1.01 -1.71 -0.66 0.0530
O 0.36 3.00 3.92 0.0340
H 0.88 3.67 4.25 0.0079
H -0.45 3.13 4.31 -0.0037
O 1.65 -2.71 -2.02 -0.0863
H 1.47 -2.40 -1.13 0.0054
H 0.73 -3.15 -2.15 0.0569
O 2.97 -3.21 2.93 -0.0501
H 3.31 -2.50 2.46 -0.0210
H 1.99 -3.26 3.07 0.0465
O 2.70 1.52 -2.25 -0.0961
H 2.20 0.92 -1.65 0.0087
H 2.51 1.04 -3.13 0.0880
O -0.17 1.54 -4.32 -0.0204
H 0.08 1.38 -3.51 -0.0891
H -0.80 2.32 -4.48 0.0744
O 0.03 0.67 1.41 -0.0788
H -0.15 1.12 2.24 0.0112
H -0.91 0.82 0.98 0.0494
O 3.62 2.82 2.99 -0.0261
H 3.84 3.08 2.07 0.0581
H 2.78 2.46 2.99 -0.0402
O 0.70 4.13 -0.23 -0.0602
H 1.64 3.91 -0.63 0.0992
H 0.73 3.93 0.65 -0.0446
O -2.19 -2.13 -2.89 -0.0723
H -2.17 -2.40 -3.83 0.0651
H -2.43 -1.19 -3.06 0.0615
```

Values from the calculation:
HOMO energy in eV: -11.063
Energy relative to the best compared isomer or geometry (same formula, charge and spin) in eV: 9.370

***

The following is a DFT calculation (ωB97M-V/def2-TZVPD) of a 2-piece molecular cluster, C3H6NO2 overall.

```
12
Properties=species:S:1:pos:R:3:lowdin_charge:R:1
C 2.27 -1.04 -0.74 -0.0905
C 1.08 -0.51 -0.40 -0.3308
N 0.67 0.34 0.59 0.0523
H 3.17 -0.83 -0.17 0.0121
H 2.30 -1.50 -1.73 0.0132
H 0.16 -0.96 -0.79 0.1060
H 1.32 0.81 1.21 0.0763
H -0.25 0.83 0.61 0.0432
O -1.92 0.89 1.34 -0.1758
C -2.69 0.71 0.35 -0.6588
O -2.51 1.12 -0.81 -0.1246
H -3.61 0.14 0.54 0.0776
```

Values from the calculation:
HOMO energy in eV: -4.193
Net charge: -1
Energy relative to the best compared isomer or geometry (same formula, charge and spin) in eV: 1.116

***

Please write out number 4 again, unchanged.
The following is a DFT calculation (ωB97M-V/def2-TZVPD) of a 2-piece molecular cluster, C3H6NO2 overall.

```
12
Properties=species:S:1:pos:R:3:lowdin_charge:R:1
C 2.27 -1.04 -0.74 -0.0905
C 1.08 -0.51 -0.40 -0.3308
N 0.67 0.34 0.59 0.0523
H 3.17 -0.83 -0.17 0.0121
H 2.30 -1.50 -1.73 0.0132
H 0.16 -0.96 -0.79 0.1060
H 1.32 0.81 1.21 0.0763
H -0.25 0.83 0.61 0.0432
O -1.92 0.89 1.34 -0.1758
C -2.69 0.71 0.35 -0.6588
O -2.51 1.12 -0.81 -0.1246
H -3.61 0.14 0.54 0.0776
```

Values from the calculation:
HOMO energy in eV: -4.193
Net charge: -1
Energy relative to the best compared isomer or geometry (same formula, charge and spin) in eV: 1.116